No. 1
68
Properties=species:S:1:pos:R:3:forces:R:3:lowdin_charge:R:1 method="wB97M-V/def2-TZVPD" e_tot_ev=-80657.975 e_lumo_ev="-3.85 / -3.85" homo_energy_ha="-0.36033 / -0.36030" gap_ha="0.219 / 0.219" total_charge=+1 mol_weight_da=585.49
Ti -0.02786 -0.08452 -0.05623 -0.2 -2.0 -1.6 1.198
C -2.53728 2.01238 -1.91321 -0.1 0.3 0.9 -0.015
C -1.99414 0.86035 -2.69858 0.1 0.4 -1.4 -0.278
C -2.32848 0.74262 -4.06520 -0.6 0.7 0.8 -0.010
C -1.92415 -0.34892 -4.80621 0.2 0.3 -0.3 -0.033
C -1.18233 -1.35106 -4.19892 -0.3 0.4 0.7 0.023
C -0.91836 -1.16903 -2.83973 0.1 0.0 -0.9 -0.184
N -1.19217 -0.04486 -2.14970 -0.3 -0.6 0.7 0.121
C -0.20072 -2.18687 -2.04984 0.2 0.1 1.3 -0.383
C -0.27975 -3.60976 -2.54802 0.1 0.6 -0.2 0.022
C 0.13735 -4.59550 -1.71034 0.1 0.0 -1.2 -0.064
C 0.38351 -4.27834 -0.36286 0.0 1.3 1.0 -0.017
C -0.07978 -3.03875 0.10080 1.3 -2.6 -0.1 -0.252
N -0.64074 -2.08409 -0.65968 1.5 1.7 -1.1 0.048
C 0.04831 -2.76445 1.51048 -0.3 0.2 1.4 -0.184
C 0.39043 -3.75801 2.43196 -0.2 0.3 0.5 0.012
C 0.49142 -3.38953 3.76726 0.0 -0.2 -0.1 -0.030
C 0.03534 -2.14144 4.15434 -0.2 0.8 0.1 -0.026
C -0.33172 -1.17914 3.20418 0.1 -1.6 -0.3 -0.296
C -0.96273 0.08274 3.68312 0.5 0.6 -0.2 -0.014
N -0.23152 -1.49578 1.89443 0.2 0.2 -0.5 0.107
H -2.48166 2.95503 -2.45646 -0.1 -0.1 -0.2 0.087
H -3.59381 1.84161 -1.64092 0.3 0.0 -0.3 0.108
H -2.04303 2.15681 -0.94608 0.1 -0.1 -0.3 0.050
H -2.95339 1.54886 -4.47680 0.3 -0.6 0.0 0.127
H -2.16348 -0.38340 -5.86040 0.0 -0.1 0.0 0.118
H -0.82559 -2.22894 -4.73975 -0.2 0.4 0.2 0.120
H -0.74953 -3.75434 -3.53338 0.8 -0.3 0.6 0.103
H 0.33302 -5.61487 -2.06699 -0.5 0.4 0.1 0.122
H 0.89621 -4.97470 0.31448 -0.4 0.4 -0.6 0.106
H 0.46993 -4.80346 2.13816 0.3 0.5 0.1 0.115
H 0.89777 -4.07269 4.51069 -0.4 0.0 -0.1 0.120
H -0.13995 -1.88021 5.19993 0.4 -0.2 -0.2 0.124
H -1.92089 -0.17312 4.13286 -0.1 0.1 0.1 0.104
H -0.32321 0.53401 4.45776 -0.3 0.0 -0.2 0.091
H -1.14734 0.79757 2.87876 0.1 -0.1 0.2 0.063
O 1.59167 0.36371 0.99107 0.8 1.2 1.8 -0.223
N 1.94164 1.32593 1.90428 -0.5 -0.1 -1.1 -0.089
C 2.62521 0.95536 3.01607 0.0 0.1 0.0 0.022
C 3.05986 1.90209 3.92231 -0.7 0.1 -0.5 -0.013
C 2.74524 3.23545 3.66903 -0.5 0.4 0.1 -0.020
C 1.96884 3.61687 2.57181 0.6 -1.2 0.0 -0.033
C 1.62520 2.63413 1.62136 1.0 -0.9 1.9 -0.459
S 0.59883 3.10314 0.35534 -0.6 -0.5 -2.3 1.154
H 2.79557 -0.10402 3.16715 -0.2 0.1 -0.4 0.153
H 3.50810 1.60482 4.86414 0.2 0.0 -0.4 0.128
H 3.06977 3.97881 4.38660 -0.1 0.1 -0.1 0.124
H 1.61075 4.62414 2.41704 0.3 0.1 0.0 0.120
C -3.56472 -1.08856 0.50476 0.1 1.0 -0.6 0.030
C -2.96352 0.22774 0.98117 0.1 -0.1 -1.3 -0.560
O -3.61644 1.05877 1.54421 0.7 0.1 0.2 0.112
O -1.64757 0.44214 0.60437 -1.2 0.3 0.6 -0.253
H -4.59518 -0.87627 0.16539 0.5 -0.1 0.2 0.103
H -3.60982 -1.71600 1.36866 -0.1 -0.7 0.5 0.081
H -2.96710 -1.54453 -0.28649 -0.1 0.0 0.2 0.061
O 1.39245 -0.48688 -1.32297 -1.6 -0.7 1.0 -0.284
O 1.24135 -1.62802 -2.12647 -0.2 -1.4 -0.6 -0.084
C 3.12313 2.23466 -1.63274 -0.4 -0.3 0.0 -0.030
C 1.68406 2.27035 -2.09089 -0.3 0.5 -0.2 -0.394
C 1.27911 3.63771 -2.65849 0.3 -0.3 0.9 -0.044
O 0.80533 1.96876 -0.89875 -0.8 0.8 1.1 -0.562
H 3.78371 2.45924 -2.47007 0.0 0.0 0.0 0.100
H 3.37184 1.25860 -1.20272 0.0 0.2 -0.1 0.090
H 3.23415 3.02213 -0.88579 0.3 0.0 0.1 0.079
H 1.40751 1.45756 -2.77740 0.2 0.1 0.4 0.147
H 1.51590 4.38518 -1.88323 -0.1 0.0 -0.4 0.068
H 0.21370 3.67810 -2.86821 -0.1 0.0 -0.2 0.077
H 1.86177 3.87271 -3.55045 -0.1 -0.1 0.0 0.098

No. 2
65
Properties=species:S:1:pos:R:3:forces:R:3:lowdin_charge:R:1 method="wB97M-V/def2-TZVPD" e_tot_ev=-62886.010 e_lumo_ev=0.37 homo_energy_ha=-0.26280 gap_ha=0.277 total_charge=0 mol_weight_da=698.78
Pt 0.69562 -2.20125 -0.71381 0.4 -1.3 0.6 0.940
C 0.63913 4.54375 -0.58397 0.0 0.0 0.1 -0.033
C -0.28649 4.23266 0.56151 0.1 0.0 0.0 -0.206
C -0.73277 5.22828 1.42066 0.0 0.0 0.0 -0.043
C -1.59896 4.95220 2.47051 0.0 0.0 0.0 -0.085
C -2.06447 3.65996 2.64652 0.0 0.0 0.0 -0.082
C -1.64156 2.64830 1.79522 -0.1 0.0 0.0 -0.042
C -0.72701 2.92141 0.78263 0.1 -0.1 0.0 -0.190
N -0.24292 1.91364 -0.08086 -0.1 0.1 0.0 0.156
C -0.00491 0.58832 0.18621 0.0 0.1 -0.1 -0.343
N 0.12463 0.25638 1.47779 0.1 0.0 0.1 0.152
C 0.26491 -1.02616 2.06511 0.0 0.0 0.0 -0.215
C 0.51026 -2.16152 1.30180 -0.3 -0.3 0.1 -0.257
C 0.53160 -3.38220 2.00435 -0.1 0.2 0.2 -0.149
C 0.36022 -3.44668 3.37496 0.0 0.0 0.0 -0.094
C 0.18460 -2.27795 4.10629 0.0 -0.1 0.0 -0.068
C 0.13598 -1.05492 3.46603 0.0 0.1 0.0 -0.227
C -0.04841 0.21261 4.26406 0.0 0.0 0.0 -0.046
N 0.12080 -0.25507 -0.80005 0.2 0.1 -0.3 -0.041
C 0.04770 0.28004 -2.13175 -0.2 -0.1 0.1 -0.320
C -1.16125 0.22760 -2.80992 -0.1 0.0 0.0 -0.028
C -1.25801 0.72928 -4.09886 0.0 0.0 0.0 -0.077
C -0.14271 1.30363 -4.69396 0.0 -0.1 0.0 -0.082
C 1.06335 1.34329 -4.00934 0.0 0.0 0.0 -0.040
C 1.18934 0.82200 -2.72399 0.1 0.0 0.0 -0.261
C 2.50991 0.79522 -2.01013 0.0 0.1 0.1 -0.031
H 0.95637 5.58442 -0.54899 0.0 0.0 0.0 0.079
H 0.15000 4.37890 -1.54911 0.0 0.0 0.0 0.090
H 1.52968 3.91123 -0.55900 0.0 0.0 0.0 0.081
H -0.38102 6.24215 1.26788 0.0 0.0 0.0 0.112
H -1.91935 5.74535 3.13329 0.0 0.0 0.0 0.103
H -2.76693 3.43288 3.43844 0.0 0.0 0.0 0.105
H -2.04704 1.64939 1.89559 0.0 0.0 0.0 0.115
H -0.08632 2.17067 -1.04354 -0.1 0.0 0.0 0.122
H 0.08899 1.03042 2.11897 0.0 0.0 0.0 0.101
H 0.68111 -4.29659 1.45524 0.0 0.0 0.0 0.027
H 0.37109 -4.40596 3.87850 0.0 0.0 0.0 0.100
H 0.07885 -2.31497 5.18493 0.0 0.0 0.0 0.105
H -0.06380 -0.01548 5.32832 0.0 0.0 0.0 0.078
H -0.98750 0.72175 4.02597 0.0 0.0 0.0 0.071
H 0.76774 0.92434 4.09835 0.0 0.0 0.0 0.089
H -2.01414 -0.22826 -2.31952 0.0 0.0 0.0 0.109
H -2.19826 0.67416 -4.63280 0.0 0.0 0.0 0.102
H -0.20650 1.70248 -5.69858 0.0 0.0 0.0 0.101
H 1.93616 1.77815 -4.48321 0.0 0.0 0.0 0.112
H 3.31208 1.11506 -2.67390 0.0 0.0 0.0 0.084
H 2.72826 -0.21774 -1.66950 0.0 0.0 0.0 0.047
H 2.51071 1.44377 -1.12744 0.0 0.0 0.0 0.076
C 4.45583 -3.26335 -0.54267 -0.1 0.0 0.1 -0.100
O 3.52509 -2.59931 -1.39618 0.2 -0.5 -0.1 -0.263
C 2.32190 -3.19146 -1.61820 1.0 1.3 -1.7 -1.461
S 1.74124 -4.55778 -0.86648 -0.8 0.1 0.9 0.668
S 1.44750 -2.56263 -2.99993 0.0 0.2 0.1 0.547
H 5.20451 -2.51877 -0.28558 0.0 0.0 0.0 0.090
H 4.92047 -4.09610 -1.07448 0.0 0.0 0.0 0.092
H 3.97368 -3.63832 0.35831 0.0 0.1 0.0 0.062
N -3.91618 -2.58020 -0.36808 0.0 0.0 0.0 0.048
C -3.80722 -2.93962 -1.69485 0.0 0.0 0.1 -0.106
C -2.48049 -3.16584 -1.89997 0.1 0.0 0.1 -0.150
N -1.78130 -2.95437 -0.73122 -0.5 -0.1 -0.2 0.005
C -2.66658 -2.60551 0.16325 0.0 -0.1 0.0 -0.198
H -4.76360 -2.34610 0.11660 0.0 0.0 0.0 0.143
H -4.66037 -2.99445 -2.34921 0.0 0.0 0.0 0.105
H -1.97083 -3.47714 -2.79837 0.0 0.1 0.0 0.100
H -2.45248 -2.38802 1.20013 0.0 0.0 0.0 0.122

No. 3
66
Properties=species:S:1:pos:R:3:forces:R:3:lowdin_charge:R:1 method="wB97M-V/def2-TZVPD" e_tot_ev=-59857.924 e_lumo_ev=-3.48 homo_energy_ha=-0.36879 gap_ha=0.241 total_charge=+1 mol_weight_da=602.24
Sr 0.81012 0.37146 -0.37766 0.1 0.0 -0.1 1.132
N -2.46003 -1.36233 2.80300 0.0 0.0 0.0 0.076
C -1.74776 -0.78791 1.81703 0.0 0.0 0.0 -0.877
S -0.10925 -1.35655 1.64719 0.0 0.0 0.0 0.451
N -2.41002 0.11991 1.12858 0.0 0.0 0.0 -0.017
N -1.72140 0.73793 0.13797 0.0 0.0 0.1 -0.061
C -2.39954 1.60780 -0.53537 0.0 0.0 0.0 -0.205
C -3.83555 1.90326 -0.27918 0.0 0.0 0.0 -0.220
C -4.20811 3.14247 0.22861 0.0 0.0 0.0 -0.038
C -5.54649 3.43248 0.45322 0.0 0.0 0.0 -0.071
C -6.51864 2.48931 0.15595 0.0 0.0 0.0 -0.078
C -6.15045 1.25273 -0.35812 0.0 0.0 0.0 -0.069
C -4.81354 0.95746 -0.56939 0.0 0.0 0.0 -0.034
C -1.71934 2.34552 -1.62558 0.0 0.0 0.0 -0.209
C -2.46077 3.08769 -2.54494 0.0 0.0 0.0 0.014
C -1.80741 3.76401 -3.55805 0.0 0.0 0.0 -0.030
C -0.42500 3.69365 -3.63847 0.0 0.0 0.0 -0.043
C 0.23942 2.93446 -2.69478 0.0 0.0 0.0 -0.145
N -0.37939 2.27360 -1.71240 0.0 0.0 0.0 -0.005
H -2.04841 -2.07886 3.36997 0.0 0.0 0.0 0.082
H -3.41408 -1.07686 2.94461 0.0 0.0 0.0 0.107
H -3.44885 3.88177 0.45691 0.0 0.0 0.0 0.121
H -5.82874 4.39502 0.85882 0.0 0.0 0.0 0.106
H -7.56290 2.71608 0.32533 0.0 0.0 0.0 0.106
H -6.90783 0.51514 -0.58876 0.0 0.0 0.0 0.107
H -4.52100 -0.01281 -0.94999 0.0 0.0 0.0 0.118
H -3.53645 3.12345 -2.45732 0.0 0.0 0.0 0.123
H -2.37243 4.34173 -4.27763 0.0 0.0 0.0 0.119
H 0.12627 4.21400 -4.40873 0.0 0.0 0.0 0.111
H 1.32055 2.85134 -2.70667 0.0 0.0 0.0 0.089
C 3.24431 0.04829 3.03782 0.0 0.0 0.0 -0.280
P 3.39321 -0.52093 1.30960 0.0 -0.1 0.0 0.707
C 5.16346 -0.20312 0.96304 0.0 0.0 0.0 -0.283
C 3.38790 -2.33810 1.50296 0.0 0.0 0.0 -0.288
H 4.00826 -0.40608 3.67112 0.0 0.0 0.0 0.052
H 2.25682 -0.22142 3.41326 0.0 0.0 0.0 0.025
H 3.34224 1.13422 3.08255 0.0 0.0 0.0 0.030
H 5.79693 -0.69711 1.70182 0.0 0.0 0.0 0.050
H 5.36336 0.86866 0.99108 0.0 0.0 0.0 0.022
H 5.42999 -0.57481 -0.02778 0.0 0.0 0.0 0.040
H 4.14489 -2.65475 2.22271 0.0 0.0 0.0 0.051
H 3.59262 -2.81483 0.54349 0.0 0.0 0.0 0.045
H 2.40817 -2.66939 1.84701 0.0 0.0 0.0 0.002
C 1.85323 0.54299 -4.99445 0.0 0.0 0.0 -0.032
C 1.26379 -0.20167 -3.98675 0.0 0.0 0.0 -0.120
N 1.79832 -0.30764 -2.76556 0.0 0.0 0.0 -0.029
C 2.93171 0.34968 -2.52323 -0.1 0.0 0.0 -0.163
C 3.54879 1.19510 -3.43166 0.0 0.0 0.0 -0.203
C 3.00727 1.25598 -4.71192 0.0 0.0 0.0 0.005
C 4.74413 1.95703 -3.04959 0.0 0.0 0.0 -0.016
C 5.00056 2.61518 -1.91508 0.0 0.0 0.0 -0.016
C 4.18465 2.95652 -0.73089 0.0 0.1 0.0 -0.256
C 4.81882 3.69676 0.26538 0.0 0.0 0.0 0.000
C 4.07777 4.09578 1.36179 0.0 0.0 0.0 -0.092
N 2.77660 3.83696 1.46380 0.0 0.0 0.0 0.110
C 2.25493 3.15476 0.45833 0.0 -0.1 0.0 -0.238
N 2.87612 2.66154 -0.61082 0.0 0.0 0.0 0.106
H 1.40189 0.57534 -5.97584 0.0 0.0 0.0 0.117
H 0.33773 -0.73643 -4.15703 0.0 0.0 0.0 0.122
H 3.37329 0.21668 -1.53834 0.0 0.0 0.0 0.068
H 3.47547 1.87078 -5.47101 0.0 0.0 0.0 0.129
H 5.52862 1.98213 -3.79948 0.0 0.0 0.0 0.124
H 5.98487 3.06622 -1.86004 0.0 0.0 0.0 0.112
H 5.86504 3.95470 0.18016 0.0 0.0 0.0 0.121
H 4.53089 4.64898 2.17606 0.0 0.0 0.0 0.122
H 1.17822 2.99147 0.51534 0.0 0.0 0.0 0.095